No. 1
Formula: C34H42FeN4O3P2S
Source: the Open Molecules 2025 dataset
Level of theory: wB97M-V/def2-TZVPD

```
87
C34H42FeN4O3P2S wB97M-V/def2-TZVPD
Fe 0.577 -1.979 0.547
S -1.434 -2.162 3.760
P 1.650 -1.649 -1.849
P -2.192 -0.667 -1.849
O -2.101 -0.940 3.312
O -2.240 -3.158 4.470
O -0.451 -2.682 2.791
N -3.625 -1.135 -2.904
N 2.247 -2.761 -3.248
N -2.264 0.980 -2.706
N 2.955 -0.385 -2.401
C -5.119 -2.525 -3.936
C 1.329 2.947 -0.044
C 2.965 0.353 -3.599
C -0.358 -0.114 5.301
C 1.590 3.868 0.928
C 2.983 -3.560 -5.262
C 4.905 0.774 -2.504
C 2.464 -2.445 -4.599
C -5.189 -1.251 -4.580
C -1.792 2.606 -4.242
C -4.148 -2.433 -2.945
C 0.031 -0.327 7.668
C -1.639 1.253 -3.940
C 0.389 -0.849 -2.855
C 0.271 0.259 9.018
C -0.192 -2.330 6.315
C 4.142 -0.109 -1.734
C 4.190 1.034 -3.706
C -0.534 -1.506 5.227
C -1.059 3.108 2.996
C 0.267 1.914 0.176
C 0.666 4.612 1.875
C 3.019 -4.629 -4.310
C 0.040 -1.713 7.545
C 2.545 -4.114 -3.096
C -0.143 0.474 6.538
C -1.586 2.598 1.879
C -1.053 2.644 0.453
C -2.487 3.225 -3.143
C -4.279 -0.426 -3.919
C -2.842 2.194 -2.274
C 2.100 -3.256 1.308
C -0.938 -1.600 -2.782
C 0.117 4.016 3.229
H -5.704 -3.394 -4.176
H 2.148 0.385 -4.312
H 0.169 1.215 -0.687
H 0.960 3.540 3.816
H -0.513 0.517 4.429
H -0.120 1.555 6.665
H 0.663 1.310 1.008
H -1.492 3.061 -5.183
H 1.169 -0.107 9.523
H 2.396 -4.592 -2.132
H -4.037 0.595 -4.115
H -0.213 4.997 1.326
H 2.677 4.024 1.140
H -2.715 4.285 -3.007
H 1.736 3.103 -1.074
H 0.341 0.176 -2.459
H 5.887 1.176 -2.246
H 2.247 -4.111 0.554
H -1.642 2.900 3.904
H -0.831 -2.555 -2.237
H -2.549 2.040 1.932
H 0.217 -2.297 8.450
H -1.810 2.117 -0.124
H 1.215 5.523 2.194
H -5.824 -0.959 -5.398
H -3.451 2.197 -1.385
H 0.660 -0.747 -3.911
H -0.581 -0.030 9.625
H -1.024 3.609 -0.071
H -0.208 -3.419 6.256
H 2.992 -2.561 1.399
H 1.848 -3.727 2.265
H -0.307 4.856 3.851
H 2.238 -1.473 -5.015
H 3.374 -5.631 -4.498
H 3.332 -3.566 -6.286
H 0.338 1.341 8.979
H -1.131 0.474 -4.512
H 4.323 -0.570 -0.765
H -1.286 -1.850 -3.794
H -3.769 -3.163 -2.258
H 4.502 1.601 -4.580
```

The spin multiplicity is 5. As for the charge: 0. Its expectation value of S² is 6.017. The value obtained for the calculated total energy is -4109.77298 hartree. The value obtained for the max |F| is 7.16 eV/A. The frontier orbital gap (spin up / spin down) comes out at 5.72 / 5.34 eV. As for the HOMO energy (spin up / spin down): -8.094 / -8.090 eV. The value obtained for the molecular weight is 704.60 u.

Listed below, in e, are the Mulliken charges computed for each atom: 0.508, 1.087, 0.921, 0.075, -0.634, -0.676, -0.505, 0.219, 0.320, 0.593, 0.437, -0.520, -0.602, -0.203, -0.177, -0.518, -0.607, -0.653, -0.196, -0.671, -0.990, -0.478, 0.815, -0.059, -1.126, -1.447, -0.606, -0.652, -0.826, -0.095, -0.889, 1.837, -0.897, -0.622, -0.566, -0.377, -0.443, -0.451, 0.233, -0.627, -0.191, -0.991, -1.067, -1.175, -0.398, 0.436, 0.391, -1.275, 0.280, 0.305, 0.317, 0.246, 0.474, 0.338, 0.255, 0.296, 0.319, 0.329, 0.460, 0.310, 1.096, 0.410, 0.245, 0.403, 0.620, 0.276, 0.349, -0.789, 0.429, 0.449, 0.750, 0.057, 0.323, 0.819, 0.403, 0.268, 0.406, 0.393, 0.272, 0.421, 0.436, 0.363, 0.312, 0.438, 0.438, 0.364, 0.459

No. 2
Formula: C2H5N5S
Source: the Open Molecules 2025 dataset
Level of theory: wB97M-V/def2-TZVPD

```
13
C2H5N5S wB97M-V/def2-TZVPD
S -3.402 -0.298 -0.057
N 0.294 0.901 0.075
N -0.891 -1.134 -0.060
N 1.583 -1.058 -0.101
N 2.683 -0.133 -0.164
N -1.103 1.127 -0.228
C 0.434 -0.509 -0.035
C -1.698 -0.190 -0.148
H -3.447 -1.586 0.117
H -1.532 1.688 0.511
H 0.956 1.299 -0.646
H 2.569 0.558 0.583
H 3.554 -0.666 0.153
```

As for the charge: 0. The value obtained for the calculated total energy is -751.10715 hartree. The value obtained for the max |F| is 3.47 eV/A. The frontier orbital gap comes out at 9.15 eV. As for the HOMO energy: -8.486 eV. The value obtained for the molecular weight is 131.16 u.

Listed below, in e, are the natural (NBO) charges computed for each atom: 0.085, -0.494, -0.470, -0.317, -0.675, -0.458, 0.457, 0.238, 0.156, 0.375, 0.396, 0.337, 0.370

No. 3
Formula: C9H29AgBF4N7O5
Source: the Open Molecules 2025 dataset
Level of theory: wB97M-V/def2-TZVPD

```
56
C9H29AgBF4N7O5 wB97M-V/def2-TZVPD
Ag -2.054 1.479 3.699
F 0.975 0.152 1.181
F -0.024 -0.292 3.122
F -1.323 0.011 1.261
F -0.363 1.802 2.170
O 0.924 -4.869 2.486
O 1.355 -2.728 -2.288
O 4.334 2.978 4.269
O -0.268 2.644 -2.793
O -6.445 2.043 1.127
N 2.174 3.025 3.504
N 2.711 -1.837 -4.789
N 1.409 -2.630 2.591
N 3.828 1.786 2.455
N 0.312 2.566 -0.599
N -0.953 0.875 -1.556
N -0.589 -3.379 3.378
C 3.470 2.624 3.458
C 1.034 -2.349 -0.943
C -4.557 1.236 -0.121
C 1.918 -0.985 -3.882
C 0.616 -3.732 2.811
C -5.390 1.077 1.112
C 0.811 -1.835 -3.233
C -0.301 2.055 -1.720
C 1.529 0.276 -4.607
B -0.156 0.426 1.930
H -1.041 -2.610 2.911
H 2.798 -2.771 -4.388
H -1.589 0.528 -2.245
H 1.080 -1.752 2.965
H 0.326 -2.419 -4.024
H -7.035 1.796 0.406
H 4.661 1.244 2.575
H 3.118 1.504 1.808
H -0.745 0.341 -0.737
H -3.714 0.532 -0.077
H -1.226 -4.153 3.501
H 1.466 -1.352 -0.811
H 2.398 0.907 -4.786
H 0.024 -1.210 -2.797
H 1.603 -2.938 -0.230
H -4.113 2.225 -0.224
H -5.058 0.925 -1.040
H 1.928 3.747 4.153
H 2.115 -2.642 1.881
H 0.170 2.258 0.346
H -0.032 -2.302 -0.727
H 2.091 -2.058 -5.569
H 0.977 0.913 -3.904
H -5.811 0.070 1.171
H 0.870 0.115 -5.460
H 0.608 3.515 -0.752
H 2.493 -0.682 -2.999
H -4.763 1.347 1.967
H 1.422 2.505 3.062
```

As for the charge: 0. The value obtained for the calculated total energy is -1691.33592 hartree. The value obtained for the max |F| is 2.71 eV/A. The frontier orbital gap comes out at 5.11 eV. As for the HOMO energy: -8.846 eV. The value obtained for the molecular weight is 510.05 u.

Listed below, in e, are the natural (NBO) charges computed for each atom: 0.983, -0.539, -0.561, -0.564, -0.593, -0.638, -0.551, -0.666, -0.667, -0.719, -0.860, -0.816, -0.856, -0.833, -0.858, -0.858, -0.862, 0.761, -0.249, -0.645, -0.076, 0.771, -0.053, -0.077, 0.773, -0.631, 1.299, 0.379, 0.354, 0.409, 0.404, 0.167, 0.465, 0.413, 0.388, 0.401, 0.218, 0.391, 0.169, 0.228, 0.167, 0.193, 0.221, 0.211, 0.404, 0.402, 0.389, 0.166, 0.334, 0.233, 0.171, 0.200, 0.405, 0.182, 0.133, 0.389

No. 4
Formula: C6H15AuNO3Si
Source: the Open Molecules 2025 dataset
Level of theory: wB97M-V/def2-TZVPD

```
27
C6H15AuNO3Si wB97M-V/def2-TZVPD
Au -0.464 -0.512 0.121
Si -0.827 -2.141 2.745
O 1.005 0.099 -3.690
O -0.195 -0.377 -1.887
O -0.743 -0.663 2.103
N 1.781 2.268 -0.921
C -1.054 -1.963 4.607
C 2.204 -0.031 -1.655
C -2.276 -3.152 2.091
C 2.749 1.386 -1.569
C 0.730 -3.164 2.460
C 0.918 -0.100 -2.484
H 2.942 -0.657 -2.161
H 1.608 -2.639 2.843
H -2.168 -3.312 1.016
H -3.216 -2.619 2.253
H 1.414 1.843 -0.076
H -2.347 -4.129 2.577
H -1.125 -2.933 5.106
H 2.195 3.157 -0.673
H 2.048 -0.428 -0.649
H 0.883 -3.327 1.390
H 2.926 1.752 -2.584
H 0.674 -4.140 2.950
H -1.964 -1.399 4.826
H 3.719 1.352 -1.052
H -0.213 -1.417 5.042
```

As for the charge: -1. The value obtained for the calculated total energy is -943.44078 hartree. The value obtained for the max |F| is 0.14 eV/A. The frontier orbital gap comes out at 8.84 eV. As for the HOMO energy: -5.448 eV. The value obtained for the molecular weight is 374.24 u.

Listed below, in e, are the natural (NBO) charges computed for each atom: 0.579, 1.903, -0.693, -0.786, -1.268, -0.841, -1.137, -0.525, -1.146, -0.202, -1.146, 0.787, 0.216, 0.224, 0.235, 0.226, 0.361, 0.214, 0.214, 0.345, 0.203, 0.234, 0.193, 0.214, 0.225, 0.146, 0.224

No. 5
Formula: C36H38BrCl2GeNOSSiZr
Source: the Open Molecules 2025 dataset
Level of theory: wB97M-V/def2-TZVPD

```
83
C36H38BrCl2GeNOSSiZr wB97M-V/def2-TZVPD
Zr 0.601 -0.613 0.674
Br 2.428 -0.583 2.838
Ge 1.438 -0.083 -2.252
Cl 0.366 -3.411 1.405
Cl -1.298 -1.427 2.623
S -0.293 3.613 -1.193
Si -5.182 -0.635 -0.552
O -0.076 0.186 -1.125
N -0.804 -1.201 -0.735
C 2.267 1.643 -1.904
C 0.149 0.364 -4.736
C 0.912 -0.559 -4.018
C 3.700 3.974 -1.329
C 4.275 -2.257 0.051
C -5.700 -1.472 1.027
C 1.304 -1.757 -4.608
C -5.429 1.213 -0.487
C -5.925 -1.403 -2.065
C 0.152 -1.122 -6.622
C -1.130 1.783 1.456
C 3.144 3.231 -0.293
C -0.234 0.078 -6.036
C 3.533 3.563 -2.647
C 2.372 1.468 4.807
C 3.860 -3.568 -0.136
C -0.946 -3.167 2.589
C 0.921 -2.035 -5.912
C 0.036 1.165 1.874
C 0.761 3.253 4.924
C -2.111 -1.006 -0.715
C 3.512 -1.214 -0.459
C 2.428 2.078 -0.581
C -1.679 2.891 2.137
C -3.316 -0.848 -0.644
C 1.856 2.619 5.439
C 2.301 -1.468 -1.134
C -1.274 3.902 -2.648
C 1.767 1.037 3.670
C 2.827 2.400 -2.933
C 0.653 1.649 3.066
C 0.131 2.782 3.745
C -1.047 3.391 3.242
C 1.895 -2.813 -1.302
C 2.675 -3.847 -0.815
C 0.416 5.215 -0.914
H 3.977 4.133 -3.453
H 3.279 3.542 0.737
H 0.973 -3.035 -1.827
H -1.665 1.413 0.583
H -2.607 3.330 1.794
H 1.919 -2.469 -4.072
H -7.013 -1.309 -2.048
H 1.034 5.488 -1.774
H -2.058 4.623 -2.400
H 1.979 1.564 0.276
H 4.470 -4.383 0.234
H -5.560 -0.913 -2.969
H -0.389 5.946 -0.804
H -1.717 2.954 -2.947
H 4.277 4.863 -1.109
H 1.019 5.161 -0.012
H 1.228 -2.963 -6.375
H -4.985 1.713 -1.350
H -5.004 1.637 0.426
H 3.220 0.946 5.231
H -5.527 -2.548 1.000
H -0.650 4.318 -3.441
H -6.496 1.445 -0.492
H 0.349 4.120 5.423
H -0.146 1.306 -4.285
H -5.168 -1.051 1.883
H -0.599 -3.482 3.567
H 3.875 -0.197 -0.361
H -5.690 -2.466 -2.131
H -6.769 -1.322 1.192
H 2.734 2.071 -3.962
H -0.826 0.789 -6.596
H -1.457 4.242 3.773
H 5.205 -2.046 0.563
H -1.822 -3.708 2.250
H 2.328 2.977 6.343
H -0.143 -1.343 -7.639
H 2.373 -4.874 -0.976
```

The spin multiplicity is 2. As for the charge: +3. Its expectation value of S² is 0.753. The value obtained for the calculated total energy is -7829.66239 hartree. The value obtained for the max |F| is 0.86 eV/A. The frontier orbital gap (spin up / spin down) comes out at 7.18 / 4.33 eV. As for the HOMO energy (spin up / spin down): -15.907 / -15.903 eV. The value obtained for the molecular weight is 875.50 u.

Listed below, in e, are the natural (NBO) charges computed for each atom: 1.908, 0.203, 1.885, 0.115, 0.158, 0.882, 1.585, -0.877, -0.529, -0.536, -0.212, -0.453, -0.171, -0.206, -1.108, -0.211, -1.103, -1.114, -0.136, -0.125, -0.227, -0.199, -0.206, -0.203, -0.116, -0.363, -0.187, -0.662, -0.137, 0.023, -0.167, -0.200, -0.248, -0.326, -0.178, -0.703, -0.818, -0.053, -0.132, -0.022, -0.076, -0.129, -0.107, -0.225, -0.816, 0.253, 0.241, 0.244, 0.222, 0.236, 0.220, 0.264, 0.285, 0.291, 0.190, 0.257, 0.248, 0.289, 0.272, 0.252, 0.275, 0.246, 0.234, 0.233, 0.257, 0.250, 0.281, 0.266, 0.244, 0.194, 0.237, 0.269, 0.243, 0.256, 0.266, 0.234, 0.239, 0.244, 0.255, 0.271, 0.257, 0.246, 0.256

No. 6
Formula: C34H34F5NO16P
Source: the Open Molecules 2025 dataset
Level of theory: wB97M-V/def2-TZVPD

```
91
C34H34F5NO16P wB97M-V/def2-TZVPD
P -1.032 0.602 -3.340
F -2.240 -1.698 -0.741
F -2.599 4.605 -1.199
F -4.715 4.862 -1.645
F -1.344 -0.063 0.416
F -4.068 4.504 0.397
O -3.928 -3.594 6.015
O 3.316 2.907 -0.483
O -0.282 2.122 -3.257
O 0.945 4.225 1.429
O 3.052 0.645 -5.107
O -2.128 0.048 3.184
O -1.682 -0.462 7.828
O 0.726 -1.392 7.609
O 0.295 -0.948 2.953
O 5.435 -2.786 -8.609
O 5.642 0.295 -5.063
O -0.795 -5.876 2.172
O -1.355 -3.689 6.293
O 2.894 -2.381 -8.692
O -3.369 -5.742 1.870
O 1.759 0.319 -1.920
N 0.057 -0.018 -4.533
C -2.887 1.855 -0.919
C -4.203 -0.047 -1.516
C 5.703 -1.274 -6.825
C -1.761 -0.373 -0.903
C -3.815 -4.666 3.925
C 1.453 3.440 2.493
C 2.907 0.578 -1.151
C -3.976 2.677 -1.119
C -3.836 4.147 -0.896
C 4.954 -1.926 -7.723
C -1.279 -0.524 6.676
C 3.555 -0.189 -5.991
C -0.103 -0.834 4.093
C 3.455 -1.740 -7.819
C 0.115 -1.064 6.480
C 2.806 -0.844 -6.895
C -1.474 -5.304 3.148
C -5.300 0.779 -1.705
C -2.038 -0.131 5.516
C -2.985 0.486 -1.131
C -0.910 -4.802 4.258
C 2.057 3.542 -0.642
C -5.198 2.145 -1.514
C 0.837 2.055 2.516
C 1.876 4.599 0.430
C -0.635 -0.328 -1.869
C -1.756 -4.196 5.259
C 0.663 -1.208 5.267
C -2.967 -5.260 2.911
C -1.499 -0.274 4.290
C 5.055 -0.357 -5.907
C -3.250 -4.163 5.030
C 0.605 0.119 -1.099
C 3.554 1.921 -1.477
H -0.249 2.117 2.463
H 0.441 1.081 -0.586
H 1.656 -1.609 5.120
H -4.881 -4.645 3.752
H 1.950 3.945 -1.652
H 1.732 -0.723 -6.950
H -4.309 -1.108 -1.670
H 4.657 -3.091 -9.119
H 0.860 -0.617 -0.330
H 3.631 -0.227 -1.318
H -0.246 2.417 -2.344
H 2.539 3.354 2.436
H -3.033 0.264 5.667
H 4.636 1.808 -1.533
H -6.063 2.772 -1.662
H 0.997 0.354 -4.499
H -3.264 -3.310 6.674
H 1.087 1.576 3.464
H 0.156 -4.825 4.433
H 3.192 2.293 -2.439
H 1.202 3.949 3.426
H 1.254 2.812 -0.508
H 2.840 4.841 0.881
H 2.690 0.587 -0.080
H 1.200 1.425 1.709
H -1.452 -6.124 1.491
H -1.540 -0.159 2.425
H 3.790 0.981 -4.565
H 0.115 -1.019 -4.394
H 6.774 -1.400 -6.753
H -6.251 0.360 -2.001
H -1.950 2.291 -0.603
H 0.087 -1.188 8.319
H 1.448 5.492 -0.022
```

As for the charge: -1. The value obtained for the calculated total energy is -3415.31418 hartree. The value obtained for the max |F| is 1.90 eV/A. The frontier orbital gap comes out at 3.88 eV. As for the HOMO energy: -3.798 eV. The value obtained for the molecular weight is 838.60 u.

Listed below, in e, are the Mulliken charges computed for each atom: -0.092, -0.438, -0.226, -0.301, -0.267, -0.275, -0.614, -0.486, -0.562, -0.407, -0.415, -0.565, -0.712, -0.624, -0.619, -0.589, -0.635, -0.591, -0.668, -0.650, -0.647, -0.131, -0.500, 0.164, -0.864, -1.072, 1.499, -0.964, -0.675, -0.477, -0.189, 0.927, 0.305, 1.351, 0.059, 1.004, 1.142, 0.191, -0.898, 0.420, -0.642, -0.866, -0.033, -1.036, 0.748, -0.817, -0.553, -0.957, -1.101, 1.065, -1.089, 1.084, 0.552, 1.060, 0.362, -0.277, -0.428, 0.213, -0.450, 0.492, 0.428, 0.487, 0.570, 0.496, 0.384, 0.758, 0.452, 0.302, 0.320, 0.464, 0.306, 0.443, 0.262, 0.359, 0.345, 0.427, 0.245, 0.418, -0.496, 0.377, 0.207, 0.187, 0.375, 0.153, 0.289, 0.350, 0.417, 0.391, 0.371, 0.362, 0.314